# C13H37BrCuN5O4

A molecular structure, C13H37BrCuN5O4 at a distorted geometry (the ωB97M-V functional and the def2-TZVPD basis, the Open Molecules 2025 dataset).

Positions of all 61 atoms, in Å:
1 Cu 10.0305 4.7852 -7.9180
2 Br 12.4292 4.8726 -7.0376
3 C 16.8570 4.4305 -6.6977
4 O 17.9931 4.0579 -6.4294
5 N 16.5723 5.7494 -6.9448
6 N 15.7803 3.5711 -6.6195
7 H 17.3734 6.3568 -6.9160
8 H 15.7436 6.1584 -7.3366
9 H 14.8274 3.8560 -6.7640
10 H 16.0322 2.6905 -6.2096
11 C 10.3560 7.9504 -5.9037
12 C 9.0952 7.3417 -6.4957
13 C 7.9416 8.3323 -6.5439
14 O 6.9176 7.7647 -7.3299
15 C 5.9448 8.6947 -7.7470
16 N 9.3431 6.8237 -7.8809
17 H 10.3242 8.0573 -4.8230
18 H 10.5976 8.9023 -6.3848
19 H 11.1803 7.2683 -6.1235
20 H 8.8291 6.5188 -5.8285
21 H 8.2922 9.3125 -6.8984
22 H 7.5494 8.5051 -5.5338
23 H 5.0888 8.1564 -8.1575
24 H 6.3627 9.2875 -8.5653
25 H 5.5364 9.2871 -6.9267
26 H 9.6843 7.6225 -8.4179
27 H 8.3819 6.7708 -8.2446
28 C 11.1603 2.3927 -3.5449
29 C 11.7824 3.5599 -2.8017
30 C 13.3020 3.4840 -2.8224
31 O 13.8778 4.6548 -2.3438
32 C 15.2527 4.7208 -2.6584
33 N 11.2980 4.8388 -3.4018
34 H 11.7428 2.1606 -4.4464
35 H 10.1057 2.5893 -3.7053
36 H 11.2873 1.4660 -2.9731
37 H 11.4203 3.5135 -1.7706
38 H 13.5963 3.3371 -3.8818
39 H 13.6160 2.5485 -2.3308
40 H 15.7516 3.8096 -2.3075
41 H 15.6789 5.5729 -2.1377
42 H 15.4315 4.8048 -3.7361
43 H 12.0816 5.4761 -3.2433
44 H 11.3884 4.6816 -4.4067
45 C 12.6608 -0.5722 -9.2082
46 C 12.6921 0.5530 -8.1731
47 C 14.0962 0.8957 -7.4703
48 O 14.3699 -0.1128 -6.6060
49 C 15.3257 -1.0865 -7.0362
50 N 12.3248 1.7571 -8.8676
51 H 12.8434 -1.5455 -8.7609
52 H 13.3885 -0.3583 -9.9967
53 H 11.7054 -0.6154 -9.7312
54 H 11.9484 0.3451 -7.3991
55 H 13.9241 1.8140 -6.9067
56 H 14.8373 1.0608 -8.2574
57 H 15.4986 -1.7849 -6.2246
58 H 16.2442 -0.5917 -7.3444
59 H 14.8856 -1.6727 -7.8488
60 H 12.7591 2.6225 -8.5269
61 H 12.5101 1.7632 -9.8726

Molecular weight   470.92 g/mol
Net charge   +1
Spin multiplicity   2
HOMO energy (spin up / spin down)   -11.29 / -11.29 eV